This record from the Open Molecules 2025 dataset describes a molecular structure, C33H32ClDyNOPSi in a non-equilibrium geometry. The level of theory is wB97M-V/def2-TZVPD.

Properties
LUMO energy (spin up / spin down): -0.2251 / -0.2365 Ha
HOMO (spin up / spin down): -13.310 / -13.326 eV
multiplicity: 6
energy: -92038.145 eV
total charge: +2
ΔE to the lowest compared entry with this formula, charge and spin: 6.6 kcal/mol

The geometry in XYZ format:
```
71
C33H32ClDyNOPSi wB97M-V/def2-TZVPD
Dy 0.30 0.39 0.54
C 2.26 -1.18 1.92
Si 3.39 0.20 1.45
C 4.66 -0.53 0.26
C 4.11 1.14 2.91
N 2.18 1.21 0.66
C 2.47 2.55 0.26
C 3.71 3.07 -0.07
C 3.83 4.39 -0.44
C 2.72 5.25 -0.43
C 1.43 4.73 -0.06
C 1.36 3.41 0.21
O 0.09 2.79 0.45
C -1.04 3.55 0.26
C -1.78 3.81 1.40
C -3.04 4.52 1.30
C -3.52 4.79 0.03
C -2.70 4.52 -1.08
C -1.49 3.90 -1.01
H 2.81 -2.06 2.31
H 1.76 -1.56 1.01
H 1.45 -0.84 2.64
H 5.63 -0.59 0.75
H 4.73 0.15 -0.59
H 4.41 -1.55 -0.05
H 4.98 0.63 3.39
H 3.34 1.30 3.64
H 4.44 2.10 2.57
H 4.59 2.50 0.01
H 4.83 4.74 -0.64
H 2.87 6.27 -0.63
H 0.64 5.46 0.05
H -1.46 3.46 2.42
H -3.53 4.77 2.20
H -4.38 5.39 -0.09
H -2.96 4.86 -2.04
H -0.90 3.74 -1.89
Cl -2.09 0.06 2.00
C -3.14 -1.07 1.12
C -4.51 -0.80 1.23
C -5.43 -1.57 0.48
C -4.93 -2.53 -0.37
C -3.56 -2.82 -0.35
C -2.64 -2.13 0.40
P -0.87 -2.51 0.30
C -0.81 -4.31 -0.15
C -1.01 -4.88 -1.42
C -0.86 -6.25 -1.56
C -0.52 -7.03 -0.45
C -0.31 -6.48 0.79
C -0.40 -5.11 0.95
C -0.42 -1.58 -1.21
C 0.92 -1.66 -1.68
C 1.39 -0.68 -2.52
C 0.60 0.36 -2.97
C -0.72 0.43 -2.60
C -1.23 -0.56 -1.69
H -4.81 0.04 1.86
H -6.49 -1.40 0.52
H -5.54 -3.10 -1.05
H -3.19 -3.65 -0.95
H -1.28 -4.28 -2.32
H -0.95 -6.66 -2.58
H -0.45 -8.10 -0.62
H -0.05 -7.12 1.62
H -0.23 -4.56 1.83
H 1.55 -2.51 -1.41
H 2.44 -0.64 -2.80
H 1.00 1.05 -3.74
H -1.37 1.28 -2.90
H -2.27 -0.49 -1.40
```



This record from the Open Molecules 2025 dataset describes a molecular structure, C2H5N5O in a non-equilibrium geometry. The level of theory is wB97M-V/def2-TZVPD.

Properties
LUMO energy: -0.0334 Ha
HOMO: -9.331 eV
energy: -11646.724 eV
total charge: 0
ΔE to the lowest compared entry with this formula, charge and spin: 134.2 kcal/mol

The geometry in XYZ format:
```
13
C2H5N5O wB97M-V/def2-TZVPD
C 0.06 1.03 1.39
C -0.45 -0.07 -0.47
H -0.73 -2.63 -0.39
H 0.63 -2.17 0.08
H 0.18 1.88 2.00
H 0.84 2.45 -1.43
H 0.02 0.22 -2.23
N -0.31 -2.20 0.57
N -0.72 -0.81 0.74
N -0.29 -0.15 1.82
N -0.32 1.28 0.05
N -0.05 -0.74 -1.49
O 1.15 1.91 -0.62
```



This record from the Open Molecules 2025 dataset describes 6 unconnected molecules or ions with the total composition CH13O5S. The level of theory is wB97M-V/def2-TZVPD.

Properties
LUMO energy: 0.1350 Ha
HOMO: -3.849 eV
energy: -22323.386 eV
total charge: -1
ΔE to the lowest compared entry with this formula, charge and spin: 0.7 kcal/mol

The geometry in XYZ format:
```
20
CH13O5S wB97M-V/def2-TZVPD
C 2.02 -1.60 -1.14
S 1.04 -1.43 0.41
H 2.92 -2.18 -0.95
H 2.32 -0.62 -1.57
H 1.49 -2.19 -1.89
H -0.94 -1.50 -0.61
H -1.64 -0.50 -1.56
O -1.83 -1.27 -1.01
H 0.30 0.89 -1.66
H -0.76 1.74 -1.01
O -0.47 1.41 -1.89
H 2.59 1.56 0.18
H 2.31 0.23 0.91
O 2.65 1.16 1.05
H -0.32 2.29 1.13
H -1.68 1.58 0.96
O -1.16 2.33 0.65
H -2.41 -0.41 0.59
H -1.66 -0.34 1.89
O -2.43 0.04 1.47
```



This record from the Open Molecules 2025 dataset describes C3H7N3S in the gas phase in a non-equilibrium geometry. The level of theory is wB97M-V/def2-TZVPD.

Properties
LUMO energy (spin up / spin down): 0.0012 / 0.0012 Ha
HOMO (spin up / spin down): -7.487 / -7.488 eV
energy: -18525.871 eV
total charge: 0
ΔE to the lowest compared entry with this formula, charge and spin: 106.1 kcal/mol

The geometry in XYZ format:
```
14
C3H7N3S wB97M-V/def2-TZVPD
C -0.58 -0.85 0.34
C 2.83 -0.05 -0.07
C -2.11 1.13 0.49
N 0.55 -0.25 0.20
N 1.64 -0.26 0.78
N -1.75 -0.24 0.40
S 1.79 -0.42 2.43
H 2.57 -0.43 -1.03
H 2.96 1.02 0.05
H 3.62 -0.60 0.43
H -2.43 1.24 1.52
H -1.30 1.65 0.20
H -3.07 1.25 -0.09
H -2.52 -0.76 0.34
```



This record from the Open Molecules 2025 dataset describes 13 unconnected molecules or ions with the total composition C52H100N4O9 in a non-equilibrium geometry. The level of theory is wB97M-V/def2-TZVPD.

Properties
LUMO energy: 0.0183 Ha
HOMO: -9.152 eV
energy: -79927.757 eV
total charge: 0
ΔE to the lowest compared entry with this formula, charge and spin: 0.0 kcal/mol

The geometry in XYZ format:
```
165
C52H100N4O9 wB97M-V/def2-TZVPD
C 3.81 -2.05 2.09
C 3.93 -0.67 1.53
C 3.13 0.15 2.51
O 2.00 -0.65 2.89
C 2.43 -2.07 2.76
H 4.60 -2.15 2.88
H 3.80 -2.84 1.34
H 3.47 -0.56 0.51
H 5.00 -0.42 1.45
H 2.79 1.06 2.04
H 3.69 0.38 3.44
H 1.68 -2.50 2.10
H 2.47 -2.60 3.69
C 0.30 2.96 -5.34
C 0.28 3.88 -4.14
C -0.70 5.01 -4.63
O -0.53 5.13 -5.99
C -0.35 3.80 -6.48
H -0.21 2.00 -5.28
H 1.34 2.70 -5.66
H 1.26 4.30 -3.94
H -0.05 3.40 -3.24
H -0.57 5.96 -4.12
H -1.74 4.74 -4.39
H 0.30 3.82 -7.37
H -1.34 3.41 -6.69
C -3.86 -0.65 -1.46
C -3.03 0.06 -2.45
C -3.07 1.47 -1.96
O -4.31 1.61 -1.25
C -4.41 0.37 -0.50
H -3.28 -1.39 -0.94
H -4.70 -1.23 -1.90
H -3.57 0.10 -3.45
H -2.01 -0.28 -2.55
H -3.01 2.27 -2.77
H -2.27 1.77 -1.30
H -5.45 0.18 -0.28
H -3.86 0.48 0.43
C -0.74 0.60 4.55
C -0.65 1.89 5.44
C -0.31 1.35 6.81
O 0.18 0.01 6.60
C -0.62 -0.57 5.59
H 0.15 0.61 3.90
H -1.67 0.56 3.97
H -1.52 2.54 5.47
H 0.14 2.52 5.06
H -1.23 1.25 7.42
H 0.44 1.94 7.36
H -1.63 -0.85 5.96
H -0.10 -1.48 5.20
C -3.97 -1.27 3.18
C -4.87 -0.13 3.55
C -6.27 -0.64 3.37
O -6.13 -1.89 2.67
C -4.91 -2.49 3.09
H -3.17 -1.40 3.91
H -3.59 -1.09 2.19
H -4.70 0.74 2.93
H -4.71 0.21 4.57
H -6.74 0.04 2.66
H -6.82 -0.74 4.33
H -4.61 -3.25 2.34
H -5.01 -2.95 4.07
C 3.19 2.03 -2.11
C 4.50 2.75 -2.55
C 4.36 4.11 -1.88
O 3.68 3.84 -0.66
C 2.75 2.78 -0.87
H 3.37 0.96 -2.07
H 2.49 2.09 -2.95
H 4.57 2.73 -3.66
H 5.47 2.36 -2.14
H 3.74 4.79 -2.52
H 5.30 4.57 -1.64
H 1.74 3.22 -0.96
H 2.77 2.21 0.06
C -1.87 5.39 0.85
C -2.42 4.24 0.10
C -1.28 3.94 -0.87
O -0.66 5.19 -1.18
C -0.97 6.11 -0.19
H -1.41 5.14 1.81
H -2.65 6.10 1.15
H -3.35 4.48 -0.36
H -2.68 3.44 0.75
H -1.56 3.66 -1.87
H -0.53 3.26 -0.42
H -1.55 6.96 -0.58
H -0.07 6.45 0.31
C -0.72 -1.87 -5.53
C 0.24 -0.87 -4.92
C 0.98 -1.82 -4.04
O 1.25 -2.94 -4.81
C 0.25 -3.00 -5.81
H -1.29 -1.58 -6.41
H -1.45 -2.13 -4.71
H -0.20 -0.07 -4.31
H 0.88 -0.39 -5.66
H 0.30 -2.05 -3.23
H 1.85 -1.43 -3.54
H -0.21 -4.00 -5.74
H 0.70 -2.88 -6.83
C 0.36 -5.38 3.80
C -0.43 -4.96 2.57
C -1.12 -3.75 3.17
O -1.40 -4.07 4.56
C -0.56 -5.16 4.96
H 1.19 -4.73 4.09
H 0.66 -6.42 3.76
H -1.17 -5.65 2.22
H 0.11 -4.67 1.64
H -2.06 -3.49 2.68
H -0.45 -2.92 3.14
H -1.24 -6.02 5.13
H 0.01 -4.88 5.85
C 4.57 -2.38 -2.83
C 4.78 -3.73 -2.21
C 3.49 -4.67 -2.41
C 2.34 -4.12 -1.69
N 1.48 -3.62 -1.12
H 4.31 -2.59 -3.86
H 5.49 -1.78 -2.83
H 3.82 -1.82 -2.27
H 5.12 -3.66 -1.20
H 5.62 -4.25 -2.67
H 3.73 -5.66 -2.08
H 3.13 -4.69 -3.47
C 4.09 3.67 3.86
C 3.51 5.03 3.28
C 2.80 4.94 1.96
C 1.55 4.11 2.00
N 0.66 3.40 2.18
H 4.60 3.78 4.79
H 4.74 3.15 3.18
H 3.24 2.94 4.03
H 4.33 5.74 3.20
H 2.83 5.49 3.99
H 3.47 4.51 1.21
H 2.54 5.95 1.66
C -0.99 -5.14 -2.85
C -2.02 -4.06 -2.76
C -3.29 -4.51 -1.96
C -3.04 -4.84 -0.55
N -2.91 -5.10 0.55
H -0.53 -5.41 -1.93
H -0.22 -4.90 -3.57
H -1.47 -6.10 -3.15
H -2.50 -3.84 -3.68
H -1.59 -3.22 -2.23
H -3.89 -5.36 -2.34
H -4.04 -3.71 -1.92
C -0.68 -1.89 0.40
C -0.91 -0.47 0.94
C 0.22 0.53 0.58
C 0.38 0.76 -0.86
N 0.40 0.99 -1.96
H 0.27 -2.31 0.70
H -0.67 -1.88 -0.72
H -1.47 -2.53 0.75
H -1.00 -0.55 2.00
H -1.84 -0.09 0.47
H 1.18 0.18 0.98
H 0.06 1.52 1.09
```



This record from the Open Molecules 2025 dataset describes a molecular structure, C5H30NO10 in a non-equilibrium geometry. The level of theory is wB97M-V/def2-TZVPD.

Properties
LUMO energy: 0.1027 Ha
HOMO: -6.881 eV
energy: -27636.461 eV
total charge: -1
ΔE to the lowest compared entry with this formula, charge and spin: 76.7 kcal/mol

The geometry in XYZ format:
```
46
C5H30NO10 wB97M-V/def2-TZVPD
C 1.45 -0.05 -0.49
O 1.71 -1.44 -0.64
C 0.17 0.47 -1.22
C -1.04 -0.20 -0.67
C -1.62 -1.42 -1.38
C -2.69 -1.95 -0.31
N -0.03 1.94 -0.84
H 2.41 0.43 -0.93
H 1.48 0.21 0.50
H 0.19 0.33 -2.37
H -1.90 0.56 -0.50
H -0.65 -0.65 0.35
H -0.99 -2.14 -1.89
H -2.19 -1.11 -2.22
H -2.05 -2.14 0.59
H -3.38 -2.71 -0.53
H -3.37 -1.06 0.00
H 0.43 2.08 0.05
H 0.29 2.51 -1.60
H -0.76 -3.07 0.99
H 1.03 -2.01 -0.20
O -0.06 -2.61 0.82
H 1.34 3.05 1.62
H 0.65 3.88 0.46
O 1.01 3.84 1.35
H 0.94 -2.61 -2.98
H 2.01 -1.79 -2.22
O 1.79 -2.24 -3.12
H -3.26 2.72 -0.64
H -1.81 2.57 -0.72
O -2.58 3.17 -1.07
H -2.78 0.42 -3.45
H -1.64 1.28 -2.96
O -2.00 0.90 -3.77
H -0.68 -0.48 2.89
H -2.00 0.13 2.17
O -1.45 0.29 2.91
H 1.09 0.36 3.22
H 0.01 1.35 3.45
O 0.89 1.38 3.24
H 3.55 -1.41 1.82
H 3.29 -0.99 0.42
O 3.93 -0.99 1.08
H 0.20 -1.98 1.83
H 0.77 -1.57 3.71
O 0.55 -1.15 2.89
```